No. 1
This record from the OMol25 dataset describes a cluster of 2 separate species, C26H43BBrCl2FN2O6PS in total. The level of theory is ωB97M-V/def2-TZVPD.

```
84
Properties=species:S:1:pos:R:3
C 2.45 1.02 1.71
C 2.27 -0.30 0.95
C 1.21 -0.37 -0.16
Br 2.10 -1.63 -1.51
P -0.75 -0.81 0.16
C -0.21 -2.65 0.47
C -0.25 -3.73 -0.59
S 0.79 -5.19 -0.04
C -0.46 -6.40 0.01
N -1.39 -6.54 0.90
N -2.16 -7.62 0.49
C -1.63 -8.04 -0.60
O -0.55 -7.33 -0.98
C -0.57 -0.41 2.10
B -0.04 -1.41 3.20
O 1.19 -1.25 3.86
O -0.77 -2.49 3.63
C -0.98 -0.93 -1.78
C -2.05 -0.50 -2.82
O -1.71 -0.67 -3.98
C -3.46 0.06 -2.71
C -4.46 -0.75 -3.26
C -5.77 -0.33 -3.31
C -6.12 0.93 -2.83
C -5.13 1.76 -2.34
C -3.81 1.33 -2.28
C -1.30 1.06 -0.01
C -0.32 2.20 -0.27
C 0.00 2.50 -1.73
F -0.97 3.38 0.24
C -2.64 -1.48 0.67
Cl -3.92 -0.20 0.67
C -3.22 -2.78 0.13
C -3.47 -3.02 -1.35
Cl -4.85 -3.15 0.93
H 1.71 1.24 2.47
H 3.41 0.95 2.24
H 2.56 1.86 1.04
H 3.23 -0.39 0.43
H 2.28 -1.16 1.61
H 1.35 0.52 -0.77
H -0.80 -3.05 1.29
H 0.80 -2.66 0.90
H 0.17 -3.49 -1.56
H -1.22 -4.20 -0.75
H -1.97 -8.87 -1.19
H -1.57 -0.12 2.45
H -0.01 0.52 2.16
H 1.27 -0.36 4.18
H -1.71 -2.37 3.52
H -0.64 -1.87 -2.20
H -0.20 -0.24 -2.11
H -4.19 -1.72 -3.65
H -6.52 -0.99 -3.72
H -7.15 1.26 -2.88
H -5.39 2.76 -2.00
H -3.08 2.03 -1.92
H -2.06 1.18 -0.78
H -1.81 1.38 0.90
H 0.59 2.14 0.31
H 0.12 3.58 -1.85
H -0.77 2.12 -2.41
H 0.95 2.05 -2.03
H -2.57 -1.72 1.73
H -2.68 -3.61 0.58
H -4.46 -2.66 -1.63
H -3.51 -4.10 -1.51
H -2.70 -2.64 -2.00
C 4.39 4.19 -0.03
O 4.43 4.01 1.38
C 5.68 3.57 1.87
C 6.50 4.70 2.45
O 6.86 5.67 1.48
C 6.02 6.80 1.46
H 3.51 4.78 -0.26
H 5.28 4.72 -0.39
H 4.32 3.22 -0.54
H 6.25 3.06 1.08
H 5.48 2.85 2.66
H 7.42 4.29 2.86
H 5.95 5.18 3.27
H 6.26 7.48 2.29
H 4.97 6.53 1.51
H 6.20 7.33 0.52
```

The net charge is -1. Its strongest force on any atom is 0.0173 hartree/bohr. Its multiplicity is 1. As for the molar mass: 723.3 g/mol. As for the electronic energy: -161528.6722 eV. The calculation puts the frontier orbital gap at 7.7 eV.

No. 2
This record from the OMol25 dataset describes a structure of composition C26H43CaN3O3PS2 at a distorted geometry. The level of theory is ωB97M-V/def2-TZVPD.

```
79
Properties=species:S:1:pos:R:3
C 1.23 -2.57 -1.65
C -0.08 -2.08 -0.87
C 0.17 -0.74 -0.08
O 1.57 -0.82 0.40
P 1.63 -0.46 2.05
C 2.43 1.23 1.87
C 3.59 1.31 0.81
C 3.15 1.74 -0.64
C 4.49 2.11 -1.44
O 4.55 1.50 -2.73
C 4.19 2.55 -3.68
C 3.22 -1.43 2.46
C 4.03 -1.09 3.68
C 5.24 -1.93 3.79
C 5.64 -2.96 2.84
N 4.86 -3.27 1.76
C 3.74 -2.51 1.63
O -0.05 0.17 2.14
C -0.93 -0.32 1.06
C -1.81 -1.49 1.77
C -3.29 -1.65 1.23
C -3.43 -1.68 -0.33
S -3.43 -3.37 -1.07
C -3.72 -3.03 -2.84
S -3.84 -4.21 -3.96
N -3.86 -1.63 -3.22
C -5.09 -0.92 -3.40
C -4.64 0.41 -3.74
N -3.23 0.54 -3.79
C -2.83 -0.72 -3.45
C -1.62 1.02 0.60
C -2.51 1.72 1.69
C -3.44 2.82 1.01
C -2.58 3.86 0.15
C -4.53 2.18 0.03
H 1.81 -3.30 -1.03
H 0.84 -3.13 -2.55
H 1.85 -1.72 -2.03
H -0.45 -2.93 -0.24
H -0.83 -1.87 -1.69
H 0.17 0.14 -0.78
H 1.60 -0.13 3.51
H 0.96 -1.74 2.39
H 2.86 1.49 2.88
H 1.65 2.00 1.62
H 4.31 2.11 1.18
H 4.21 0.38 0.71
H 2.74 0.83 -1.16
H 2.40 2.58 -0.65
H 5.35 1.68 -0.84
H 4.63 3.22 -1.44
H 3.14 2.86 -3.40
H 4.25 2.13 -4.71
H 4.91 3.42 -3.62
H 3.76 -0.29 4.39
H 5.92 -1.73 4.66
H 6.60 -3.52 3.00
H 3.12 -2.75 0.72
H -1.92 -1.26 2.92
H -1.25 -2.51 1.69
H -3.95 -0.84 1.63
H -3.71 -2.62 1.63
H -2.67 -1.08 -0.89
H -4.43 -1.22 -0.58
H -6.10 -1.36 -3.28
H -5.32 1.27 -3.95
H -1.76 -1.01 -3.36
H -0.78 1.74 0.37
H -2.19 0.93 -0.37
H -1.90 2.30 2.45
H -3.17 1.03 2.28
H -4.02 3.41 1.78
H -3.27 4.63 -0.31
H -1.89 4.41 0.85
H -2.01 3.37 -0.67
H -4.24 2.49 -1.01
H -5.58 2.52 0.24
H -4.43 1.05 0.04
Ca -0.04 -1.20 3.49
```

The net charge is +1. Its strongest force on any atom is 0.2047 hartree/bohr. Its multiplicity is 1. As for the molar mass: 580.8 g/mol. As for the electronic energy: -87656.5587 eV. The calculation puts the frontier orbital gap at 7.0 eV.